[1]
Below is C42H39N2P2SeSiV as an isolated structure, with properties calculated with wB97M-V/def2-TZVPD.

Atoms and positions in Å:
V1 -0.275 0.731 -0.482
C1 0.271 -2.025 -3.167
Si1 -0.354 -1.602 -1.446
C2 0.676 -2.732 -0.314
C3 0.743 -4.122 -0.503
C4 1.654 -4.904 0.178
C5 2.555 -4.316 1.065
C6 2.502 -2.957 1.286
C7 1.547 -2.176 0.623
P1 1.402 -0.390 0.905
C8 3.086 0.225 0.530
C9 3.936 0.730 1.509
C10 5.207 1.186 1.179
C11 5.633 1.154 -0.140
C12 4.793 0.646 -1.124
C13 3.533 0.178 -0.790
C14 1.218 -0.121 2.700
C15 1.029 1.195 3.122
C16 0.826 1.499 4.457
C17 0.788 0.475 5.397
C18 0.948 -0.838 4.988
C19 1.161 -1.138 3.646
C20 -2.146 -2.224 -1.376
C21 -2.549 -3.446 -1.938
C22 -3.871 -3.848 -1.925
C23 -4.845 -3.032 -1.355
C24 -4.481 -1.825 -0.798
C25 -3.141 -1.429 -0.806
P2 -2.623 0.139 -0.041
C26 -3.249 0.099 1.665
C27 -4.578 0.380 1.987
C28 -5.026 0.262 3.292
C29 -4.152 -0.148 4.293
C30 -2.832 -0.437 3.983
C31 -2.386 -0.310 2.674
C32 -3.627 1.393 -0.910
C33 -3.895 1.219 -2.266
C34 -4.551 2.207 -2.991
C35 -4.951 3.376 -2.365
C36 -4.692 3.558 -1.012
C37 -4.028 2.577 -0.295
H1 0.084 -3.067 -3.436
H2 1.350 -1.868 -3.236
H3 -0.210 -1.400 -3.922
H4 0.081 -4.600 -1.214
H5 1.685 -5.973 0.009
H6 3.294 -4.923 1.572
H7 3.214 -2.502 1.965
H8 3.618 0.747 2.545
H9 5.863 1.555 1.956
H10 6.621 1.508 -0.400
H11 5.123 0.604 -2.153
H12 2.905 -0.239 -1.572
H13 1.034 1.987 2.383
H14 0.687 2.530 4.754
H15 0.625 0.699 6.443
H16 0.912 -1.641 5.712
H17 1.267 -2.170 3.346
H18 -1.821 -4.093 -2.410
H19 -4.152 -4.796 -2.366
H20 -5.881 -3.345 -1.354
H21 -5.241 -1.191 -0.357
H22 -5.269 0.698 1.217
H23 -6.059 0.481 3.529
H24 -4.505 -0.245 5.311
H25 -2.144 -0.761 4.752
H26 -1.352 -0.549 2.457
H27 -3.605 0.301 -2.765
H28 -4.752 2.053 -4.042
H29 -5.473 4.140 -2.926
H30 -5.018 4.463 -0.518
H31 -3.841 2.730 0.759
C38 3.033 3.993 1.103
N1 1.745 4.288 1.738
C39 1.619 4.925 2.955
C40 0.298 5.072 3.185
N2 -0.362 4.523 2.106
C41 -1.813 4.505 1.964
C42 0.528 4.059 1.217
Se1 0.167 3.322 -0.480
H32 3.573 4.924 0.949
H33 2.839 3.506 0.151
H34 3.596 3.326 1.750
H35 2.476 5.209 3.538
H36 -0.236 5.503 4.011
H37 -2.208 5.428 2.381
H38 -2.214 3.646 2.504
H39 -2.059 4.428 0.909

Atoms 1-2, force components in eV/Å:
0.06 0.37 -0.07
0.03 -0.11 -0.20

Properties
**ΔE to the lowest compared entry with this formula, charge and spin**: 11.0 kcal/mol
**Multiplicity**: 4
**Kohn-Sham gap (alpha / beta)**: 7.7 / 7.3 eV
**<S²>**: 3.79
**Strongest force on any atom**: 0.43 eV/Å
**Net charge**: +1

[2]
Below is C42H40F4FeN5O4 as an isolated structure, with properties calculated with wB97M-V/def2-TZVPD.

Atoms and positions in Å:
Fe1 -1.588 1.552 -0.813
C1 -4.007 1.406 1.705
C2 -3.941 2.620 0.786
N1 -3.773 2.257 -0.640
C3 -4.933 1.419 -1.069
C4 -4.596 -0.023 -1.400
C5 -3.768 3.461 -1.501
C6 -2.637 4.451 -1.295
N2 -1.364 3.769 -1.418
C7 -0.258 4.398 -1.209
C8 1.073 3.176 0.316
F1 0.891 1.012 -0.593
C9 1.314 4.114 1.262
F2 1.697 3.677 2.482
C10 1.282 5.514 1.142
C11 0.673 6.257 0.133
F3 0.732 7.591 0.274
C12 -0.124 5.797 -0.884
F4 -0.897 6.687 -1.527
H1 -3.908 1.733 2.739
H2 -3.193 0.711 1.514
H3 -4.954 0.872 1.606
H4 -3.101 3.251 1.081
H5 -4.863 3.207 0.904
H6 -5.389 1.880 -1.946
H7 -5.683 1.448 -0.276
H8 -3.857 -0.060 -2.197
H9 -5.493 -0.544 -1.739
H10 -4.202 -0.549 -0.531
H11 -4.708 4.013 -1.366
H12 -3.728 3.109 -2.534
H13 -2.714 4.934 -0.314
H14 -2.742 5.233 -2.047
H15 1.722 6.075 1.955
C13 5.685 -2.516 4.452
C14 5.482 -1.777 3.153
C15 6.322 -2.046 2.076
C16 6.134 -1.418 0.858
C17 5.088 -0.528 0.688
C18 4.238 -0.250 1.755
N3 3.101 0.559 1.621
C19 2.778 1.492 0.683
C20 3.642 2.209 -0.093
C21 3.436 3.277 -1.081
C22 2.353 3.921 -1.553
C23 0.962 3.533 -1.118
C24 1.292 1.734 0.567
C25 0.218 1.291 1.629
O1 0.567 0.791 2.680
O2 -0.957 1.589 1.224
C26 4.446 -0.852 3.008
C27 3.543 -0.484 4.156
H16 6.421 -3.309 4.322
H17 4.753 -2.969 4.792
H18 6.041 -1.852 5.242
H19 7.123 -2.765 2.195
H20 6.790 -1.640 0.026
H21 4.902 -0.086 -0.279
H22 2.336 0.367 2.263
H23 4.687 1.980 0.061
H24 4.375 3.619 -1.504
H25 2.471 4.698 -2.299
H26 0.688 2.647 -1.689
H27 3.402 0.598 4.204
H28 3.957 -0.809 5.106
H29 2.550 -0.932 4.054
O3 -1.600 0.349 -2.674
C28 -1.420 -0.708 -2.016
N4 -1.293 -1.956 -2.517
C29 -1.182 -2.917 -1.425
C30 -1.065 -1.920 -0.212
O4 -0.803 -2.266 0.912
N5 -1.321 -0.667 -0.680
C31 -2.472 -3.728 -1.330
C32 -3.467 -3.434 -0.404
C33 -4.665 -4.137 -0.416
C34 -4.882 -5.136 -1.352
C35 -3.889 -5.440 -2.274
C36 -2.692 -4.742 -2.260
C37 0.048 -3.793 -1.507
C38 0.228 -4.790 -0.551
C39 1.348 -5.603 -0.590
C40 2.300 -5.438 -1.587
C41 2.133 -4.438 -2.532
C42 1.015 -3.615 -2.489
H30 -1.515 -2.197 -3.467
H31 -3.304 -2.669 0.344
H32 -5.429 -3.902 0.315
H33 -5.818 -5.680 -1.361
H34 -4.047 -6.225 -3.002
H35 -1.913 -4.991 -2.972
H36 -0.511 -4.912 0.231
H37 1.481 -6.368 0.165
H38 3.168 -6.082 -1.624
H39 2.877 -4.292 -3.305
H40 0.903 -2.826 -3.221

Atoms 1-2, force components in eV/Å:
0.18 -0.62 0.63
-0.01 0.01 -0.06

Properties
**Multiplicity**: 6
**Kohn-Sham gap (alpha / beta)**: 6.9 / 5.0 eV
**<S²>**: 8.82
**Strongest force on any atom**: 0.91 eV/Å

The records above yield E_tot values of -6050.87004, -3862.39392 hartree, respectively.